a) Entry from the OMol25 dataset: a single C22H24N2O4 molecule (wB97M-V/def2-TZVPD).

CARTESIAN COORDINATES (ANGSTROEM)
C  -6.02304  0.01027  1.61890
C  -5.54496  -0.15949  0.18344
O  -4.48970  0.74573  -0.12687
C  -3.25094  0.38509  0.24275
O  -3.02429  -0.68615  0.78504
C  -2.24269  1.38888  -0.08785
C  -2.63822  2.61388  -0.66965
N  -1.82636  3.54260  -1.07020
C  -0.50669  3.38691  -0.81215
C  0.36205  4.43955  -1.15999
C  1.68357  4.39616  -0.82563
C  2.19882  3.31049  -0.08769
O  3.50668  3.43819  0.27102
C  4.15048  2.40579  0.98912
C  4.55311  1.22778  0.10579
C  1.37706  2.25203  0.22927
C  0.02638  2.24066  -0.16963
C  -0.86442  1.14574  0.09632
N  -0.43208  -0.05558  0.53275
C  0.79219  -0.72106  0.15388
C  0.52582  -2.09582  -0.41062
C  -0.58567  -2.35068  -1.19534
C  -0.82224  -3.61504  -1.70805
C  0.06656  -4.63639  -1.43585
C  1.19258  -4.40042  -0.66433
C  1.43430  -3.13281  -0.15073
O  2.52361  -2.80228  0.60694
C  3.44727  -3.81175  0.93400
H  -6.87171  -0.64304  1.80056
H  -6.32102  1.04104  1.79556
H  -5.22354  -0.24967  2.30841
H  -6.33924  0.08059  -0.52667
H  -5.19602  -1.18516  0.02107
H  -3.69095  2.79653  -0.83396
H  -0.06002  5.28720  -1.67564
H  2.35755  5.20037  -1.07584
H  3.52848  2.07060  1.82837
H  5.04693  2.88167  1.39732
H  5.09692  0.49673  0.69767
H  3.68170  0.74624  -0.32989
H  5.19251  1.57602  -0.70147
H  1.73946  1.44774  0.84490
H  -1.19211  -0.68677  0.78487
H  1.30975  -0.12756  -0.60734
H  1.45360  -0.83322  1.02131
H  -1.27794  -1.54984  -1.40842
H  -1.69532  -3.79751  -2.31497
H  -0.10726  -5.62804  -1.82600
H  1.87450  -5.21301  -0.47024
H  4.20351  -3.32824  1.55084
H  3.92340  -4.22624  0.03976
H  2.97765  -4.61871  1.50513

Results
- Net charge: 0
- Highest occupied orbital energy: -7.7 eV
- E_LUMO: 0.3488 eV
- HOMO-LUMO gap: 8.0401 eV

***

b) Entry from the OMol25 dataset: a single C22H24N2O4 molecule (wB97M-V/def2-TZVPD).

CARTESIAN COORDINATES (ANGSTROEM)
C  1.65259  -3.80406  3.53678
C  0.68356  -2.63010  3.60831
C  1.29769  -1.30137  3.16883
C  1.82671  -1.22959  1.73382
C  0.79096  -1.34445  0.58381
C  0.50296  -2.79202  0.18807
C  -0.43583  -2.94042  -0.98936
O  -0.78374  -3.99921  -1.43555
O  -0.83103  -1.75531  -1.47662
C  -1.70336  -1.75552  -2.60066
C  -0.46828  -0.55777  0.90981
O  -1.33923  -0.84893  1.69331
N  -0.41654  0.59405  0.17363
C  -1.13790  1.77045  0.43652
C  -0.51267  3.01128  0.34926
C  -1.23273  4.16038  0.61587
C  -2.56571  4.08270  0.98311
C  -3.17930  2.84554  1.08561
C  -2.47618  1.68789  0.80712
N  0.67669  0.59258  -0.70719
C  0.65254  1.36239  -1.88836
C  -0.54802  1.71148  -2.49728
C  -0.53112  2.45897  -3.66023
C  0.67110  2.84752  -4.22690
C  1.86430  2.48360  -3.62562
C  1.86230  1.74896  -2.45415
C  1.37452  -0.58255  -0.59930
O  2.30134  -0.91571  -1.29473
H  1.95262  -4.01776  2.51449
H  2.54704  -3.59132  4.11910
H  1.18665  -4.69850  3.94354
H  -0.21167  -2.83156  3.02053
H  0.35861  -2.51017  4.64464
H  0.55317  -0.51735  3.31826
H  2.14372  -1.07797  3.82498
H  2.32709  -0.26150  1.62787
H  2.58460  -1.99695  1.57306
H  0.06374  -3.34136  1.02120
H  1.43842  -3.28538  -0.08948
H  -2.66248  -1.33592  -2.29478
H  -1.25088  -1.13615  -3.37506
H  -1.84054  -2.77673  -2.96005
H  0.53004  3.07708  0.07804
H  -0.74476  5.12061  0.54285
H  -3.12243  4.98331  1.19247
H  -4.21657  2.77838  1.37690
H  -2.94870  0.72332  0.88907
H  -1.48779  1.39820  -2.06984
H  -1.46506  2.73127  -4.12871
H  0.67726  3.42841  -5.13655
H  2.80459  2.77818  -4.06624
H  2.78767  1.45911  -1.98424

Results
- Net charge: 0
- Highest occupied orbital energy: -8.4 eV
- E_LUMO: 0.6524 eV
- HOMO-LUMO gap: 9.0417 eV

***

Verdict on stability: a) comes out at the bottom.

***

a) Entry from the OMol25 dataset: 2 unconnected molecules or ions with the total composition C27H29N2O2 (wB97M-V/def2-TZVPD).

CARTESIAN COORDINATES (ANGSTROEM)
C  4.10340  2.87016  -1.73338
C  2.78463  3.51382  -1.39139
O  1.78631  2.44258  -1.39590
C  0.57199  2.88377  -1.01482
C  -0.43279  1.80725  -0.98631
N  -1.78180  2.26522  -1.28867
C  -2.18738  3.58059  -1.23978
C  -3.46344  3.95967  -1.61223
C  -4.40008  3.00611  -1.98796
C  -3.99406  1.67339  -2.01621
C  -2.69847  1.32179  -1.68179
O  0.44835  4.07070  -0.70109
H  4.89640  3.61954  -1.65718
H  4.32863  2.05664  -1.03316
H  4.10016  2.47731  -2.76002
H  2.79300  3.96327  -0.39249
H  2.47758  4.24700  -2.14822
H  -0.19410  0.98002  -1.67202
H  -1.44371  4.31898  -0.98554
H  -3.68825  5.02441  -1.57937
H  -5.42380  3.29262  -2.20292
H  -4.67825  0.87211  -2.27902
H  -2.31168  0.30832  -1.75745
C  -2.42163  0.92569  1.91397
C  -1.99532  -0.43956  1.58679
N  -2.67605  -1.53465  1.98380
C  -3.91923  -1.50903  2.74166
C  -2.03785  -2.70010  1.54378
C  -0.89048  -2.31388  0.81858
C  -0.09225  -3.31754  0.26813
C  -0.40977  -4.66424  0.53457
C  -1.52944  -5.01267  1.30734
C  -2.38153  -4.02108  1.82368
C  -0.80850  -0.85476  0.91191
C  0.17852  -0.02473  0.42443
C  1.53353  -0.52972  0.28157
C  2.07632  -1.41329  1.25613
C  3.36272  -1.93878  1.17248
C  4.17168  -1.65815  0.05654
C  5.53926  -2.25739  -0.13112
C  3.64562  -0.83231  -0.94174
C  2.37521  -0.28690  -0.83133
H  -1.58122  1.60729  1.76442
H  -3.24176  1.25644  1.26149
H  -2.74157  1.03545  2.95725
H  -4.23588  -2.53910  2.91885
H  -3.78058  -1.00671  3.71010
H  -4.69872  -0.97862  2.17573
H  0.78387  -3.05751  -0.32454
H  0.22784  -5.45816  0.13705
H  -1.75644  -6.06841  1.51196
H  -3.28441  -4.23750  2.39045
H  -0.07926  1.08252  0.26341
H  1.43714  -1.70310  2.09986
H  3.73523  -2.58370  1.97611
H  6.04736  -1.75312  -0.95569
H  6.15657  -2.17263  0.76419
H  5.47049  -3.31976  -0.37982
H  4.24570  -0.59997  -1.82764
H  1.98222  0.32441  -1.64744

Results
- Net charge: +1
- Highest occupied orbital energy: -10.0 eV
- E_LUMO: -3.9683 eV
- HOMO-LUMO gap: 6.0404 eV

***

b) Entry from the OMol25 dataset: 2 unconnected molecules or ions with the total composition C27H29N2O2 (wB97M-V/def2-TZVPD).

CARTESIAN COORDINATES (ANGSTROEM)
C  5.63535  2.11753  3.64189
O  5.31172  0.70923  3.70797
C  4.07358  0.30474  3.32454
C  3.77899  -1.07898  3.46122
C  2.50848  -1.53907  3.22957
C  1.44292  -0.65449  2.88638
C  0.11469  -1.14946  2.87192
C  -1.04105  -0.36012  3.15143
C  -2.32738  -0.93113  2.90058
C  -3.47588  -0.25436  3.25104
C  -3.38950  1.05034  3.80176
O  -4.59363  1.64866  4.00224
C  -5.63010  0.70329  3.52500
C  -4.92765  -0.60279  3.13660
C  -2.14668  1.64610  4.07497
C  -1.00489  0.93856  3.77926
C  1.79063  0.71026  2.62568
C  3.06856  1.18741  2.85103
H  6.67312  2.16477  3.97230
H  5.54572  2.49783  2.61465
H  4.99585  2.70519  4.31578
H  4.57513  -1.74455  3.78702
H  2.27228  -2.59436  3.35538
H  -0.04032  -2.20610  2.94727
H  -2.39923  -1.91319  2.43371
H  -6.35936  0.57914  4.33399
H  -6.12602  1.16736  2.66210
H  -5.19972  -0.92404  2.12727
H  -5.20883  -1.40155  3.83505
H  -2.13017  2.63846  4.51657
H  -0.04331  1.36244  4.05974
H  1.02973  1.40625  2.27349
H  3.29985  2.24741  2.70812
C  2.33275  -7.42205  -0.55814
C  2.14946  -5.90759  -0.71157
C  1.17923  -5.32266  0.26919
C  0.20778  -6.15888  0.87541
N  0.20761  -7.51293  0.68261
C  1.01487  -8.14222  -0.33810
C  -0.85308  -8.35713  1.18948
C  -1.43776  -7.83492  2.48914
C  -1.82871  -6.36448  2.35517
C  -0.74436  -5.54996  1.72749
C  -0.61611  -4.18778  2.00817
N  0.38710  -3.40776  1.55340
C  1.21223  -3.96740  0.64459
H  2.80917  -7.83750  -1.44970
H  2.99721  -7.62173  0.28999
H  3.12181  -5.41475  -0.59796
H  1.81410  -5.70006  -1.74134
H  0.44844  -8.19663  -1.28582
H  1.19434  -9.17674  -0.01739
H  -1.65206  -8.44745  0.43160
H  -0.43342  -9.36056  1.33453
H  -2.30962  -8.43683  2.75518
H  -0.70086  -7.94367  3.29320
H  -2.74854  -6.29169  1.75220
H  -2.06418  -5.95335  3.34246
H  -1.35334  -3.70958  2.65825
H  1.95496  -3.30273  0.19504

Results
- Net charge: +1
- Highest occupied orbital energy: -10.2 eV
- E_LUMO: -4.4588 eV
- HOMO-LUMO gap: 5.7105 eV

***

Verdict on stability: a) comes out at the bottom.

***

a) Entry from the OMol25 dataset: a molecular structure, C8H13N2 (wB97M-V/def2-TZVPD).

CARTESIAN COORDINATES (ANGSTROEM)
C  0.64403  -3.58982  0.57576
C  0.75787  -2.25769  0.83379
C  -1.36846  -2.73455  0.71622
C  -0.91954  0.61926  -0.43461
C  -0.12413  1.62503  -0.70503
C  -0.24423  2.28734  -2.05114
C  0.89598  2.23798  0.19613
C  -0.82680  -0.41362  1.22397
N  -0.68680  -3.86479  0.50644
N  -0.50538  -1.74562  0.92361
H  1.40066  -4.33648  0.45354
H  1.63176  -1.65079  0.96200
H  -2.43764  -2.65197  0.72590
H  -1.67341  0.16879  -1.04430
H  -0.96940  1.79078  -2.68941
H  -0.53705  3.32793  -1.92396
H  0.72682  2.27166  -2.54528
H  0.48766  3.15450  0.62163
H  1.18734  1.58465  1.01256
H  1.78257  2.50934  -0.37350
H  -1.83101  -0.29866  1.60803
H  -0.07662  0.08037  1.81852
H  -1.09325  -4.77471  0.33889

Results
- Net charge: +1
- Highest occupied orbital energy: -12.9 eV
- E_LUMO: -3.1059 eV
- HOMO-LUMO gap: 9.7815 eV

***

b) Entry from the OMol25 dataset: a gas-phase ion, C8H13N2 (charge +1) (wB97M-V/def2-TZVPD).

CARTESIAN COORDINATES (ANGSTROEM)
C  -1.06650  -2.16113  -0.17835
N  -0.44508  -0.81675  -0.43317
C  1.06640  -0.68141  -0.09858
C  1.50381  0.50055  -1.00556
C  0.96824  1.79939  -0.24723
C  0.11866  1.10531  0.82702
C  1.06463  -0.04474  1.31287
C  -1.02241  0.34984  0.21393
C  -2.46194  0.63090  0.27966
N  -1.81752  1.21733  -0.65860
H  -0.62915  -2.68202  0.75747
H  -2.17449  -1.93890  -0.06544
H  -1.11257  -2.79639  -1.11494
H  -0.67384  -0.76315  -1.39542
H  1.53391  -1.69292  -0.30029
H  1.17767  0.42956  -1.97890
H  2.48841  0.51473  -1.13564
H  1.69612  2.36039  0.13654
H  0.41817  2.31792  -0.97459
H  -0.12030  1.85410  1.60786
H  1.95169  0.46684  1.39411
H  0.91173  -0.66358  2.24271
H  -3.37564  0.69413  0.81455

Results
- Net charge: +1
- Highest occupied orbital energy: -14.7 eV
- E_LUMO: -3.3728 eV
- HOMO-LUMO gap: 11.2932 eV

***

Verdict on stability: b) comes out at the bottom.

***

a) Entry from the OMol25 dataset: a gas-phase ion, C8H13N2 (charge +1) (wB97M-V/def2-TZVPD).

CARTESIAN COORDINATES (ANGSTROEM)
C  0.43332  0.00506  2.31050
C  0.00468  0.93999  1.19214
C  -1.50332  1.17158  0.98140
C  -1.81296  0.61795  -0.46967
C  -0.50535  0.37660  -1.02232
N  0.44987  0.51161  -0.13228
C  1.57284  -0.00922  -0.95743
N  1.80703  -1.39283  -0.92508
C  0.58050  -1.73441  -1.72220
C  0.36386  -0.18471  -2.05962
H  0.17623  -1.09967  2.23964
H  -0.01915  0.38787  3.31218
H  1.60461  0.00207  2.31910
H  0.35897  1.97684  1.37952
H  -1.81102  2.26959  1.09990
H  -2.16276  0.46200  1.60615
H  -2.23392  1.55421  -1.05792
H  -2.52569  -0.23785  -0.53640
H  2.44513  0.67736  -0.91190
H  1.99630  -1.87345  0.01441
H  -0.29295  -2.14236  -1.15685
H  0.65124  -2.47407  -2.41678
H  0.42253  0.19585  -3.08648

Results
- Net charge: +1
- Highest occupied orbital energy: -13.9 eV
- E_LUMO: -3.9333 eV
- HOMO-LUMO gap: 9.9656 eV

***

b) Entry from the OMol25 dataset: a gas-phase ion, C8H13N2 (charge +1) (wB97M-V/def2-TZVPD).

CARTESIAN COORDINATES (ANGSTROEM)
C  0.83615  1.62124  0.19467
C  -0.25213  0.68333  -0.27601
C  2.22754  0.84858  -0.07805
C  0.95598  0.77087  -1.03765
C  3.34743  0.16322  0.72331
C  -2.77971  0.84410  0.62517
C  -0.41424  -1.82084  0.03107
C  -1.68178  0.34755  -0.16401
N  -0.67667  -0.43141  0.56124
N  3.86774  -0.90149  0.19547
H  0.63072  2.67881  0.49244
H  2.92134  1.63788  -0.49869
H  1.06290  1.08829  -2.12294
H  -3.36415  1.61378  0.12394
H  -2.38814  1.34950  1.62660
H  -3.49349  0.06802  1.00710
H  0.52835  -2.31147  0.42874
H  -1.17566  -2.46836  0.38881
H  -0.52682  -1.67687  -1.03439
H  -2.17835  -0.23706  -1.04946
H  -0.48845  -0.23121  1.48227
H  4.81292  -1.07693  0.64784
H  3.48794  -1.53233  -0.55251

Results
- Net charge: +1
- Highest occupied orbital energy: -11.6 eV
- E_LUMO: -2.5105 eV
- HOMO-LUMO gap: 9.1199 eV

***

Verdict on stability: b) comes out at the bottom.